1.
Formula: C27H44BaBrNOP2S
Source: the Open Molecules 2025 dataset
Level of theory: ωB97M-V with the def2-TZVPD basis set

Geometry as XYZ:
```
78
Properties=species:S:1:pos:R:3
C 6.05702 -3.63869 -2.94191
C 4.73669 -3.27071 -3.23813
C 4.10512 -4.00515 -4.26536
C 4.80745 -5.03377 -4.91382
N 6.06064 -5.36655 -4.60576
C 6.67368 -4.68018 -3.64295
C 4.08085 -2.21378 -2.47065
C 3.44309 -1.40758 -1.79286
C 2.47797 -0.82117 -0.88099
C 2.69061 -0.92607 0.50767
C 1.70749 -0.51233 1.40339
C 0.44210 -0.12452 0.92540
C 0.30072 0.15234 -0.45003
C 1.32508 -0.15362 -1.33289
Ba 2.81667 1.89839 0.28727
P -0.93379 -0.42043 2.06197
H 3.07390 -3.81471 -4.55499
H 6.61217 -3.14203 -2.14294
H 4.33963 -5.61629 -5.71162
H 7.70099 -4.96878 -3.40986
H 1.25631 0.05221 -2.40831
H 3.63193 -1.34521 0.86016
H -0.59902 0.66263 -0.80416
H 1.89445 -0.55723 2.47374
C -1.82196 1.08592 2.46491
C -3.25160 0.79890 2.93166
H -1.74471 1.77766 1.60603
H -1.22272 1.56462 3.25352
H -3.59653 1.64493 3.52855
H -3.93114 0.67487 2.08185
H -3.30919 -0.10452 3.55062
C -1.99898 -1.59948 1.18922
C -1.48382 -3.04032 1.16197
H -2.14187 -1.23692 0.15835
H -2.97425 -1.53243 1.69897
H -2.06538 -3.61320 0.43039
H -0.41992 -3.12731 0.89586
H -1.63534 -3.52021 2.13502
C -0.29832 -1.14862 3.58142
C -1.31485 -1.47915 4.66799
H 0.44649 -0.45574 3.99654
H 0.25411 -2.05797 3.31111
H -0.77462 -1.92738 5.51313
H -1.83119 -0.58146 5.03405
H -2.04657 -2.21747 4.31529
Br 0.13778 3.14610 0.28797
P -3.20827 1.58280 -3.05424
C -3.69600 0.51910 -1.62440
C -5.21661 0.50339 -1.43992
H -3.18975 0.89449 -0.72121
H -3.32726 -0.49527 -1.84141
H -5.50501 -0.29929 -0.75184
H -5.58398 1.44987 -1.02538
H -5.73006 0.32254 -2.39240
C -2.51048 3.07746 -2.24772
C -2.76935 4.31450 -3.12034
H -1.43474 2.93026 -2.06075
H -2.98644 3.19360 -1.26086
H -2.58971 5.22957 -2.54648
H -2.10073 4.32482 -3.98740
H -3.80471 4.33234 -3.48116
C -1.74008 0.71603 -3.74149
C -2.12921 -0.20764 -4.90409
H -1.24322 0.15306 -2.94013
H -1.05161 1.49855 -4.09288
H -1.23145 -0.52341 -5.44851
H -2.63928 -1.11054 -4.54676
H -2.79134 0.30554 -5.61270
C 3.69618 3.89167 4.41773
S 2.75320 2.35571 4.34591
C 1.29502 3.02660 5.18424
O 2.40970 2.23368 2.84828
H 3.82517 4.23113 5.45562
H 3.12840 4.61348 3.81316
H 4.67946 3.68640 3.97577
H 0.89232 3.84788 4.57465
H 0.56293 2.21333 5.28681
H 1.55971 3.39074 6.19314
```

* total charge: +2
* ΔE to the lowest compared entry with this formula, charge and spin: 0.0 kcal per mole
* Kohn-Sham gap: 5.43 eV
* energy: -4865.102784 Ha

2.
Formula: C2F2N4O4
Source: the Open Molecules 2025 dataset
Level of theory: ωB97M-V with the def2-TZVPD basis set

Geometry as XYZ:
```
12
Properties=species:S:1:pos:R:3
C -0.50206 -1.17334 0.79128
C -0.95578 -0.02948 -0.03089
N -0.24241 -2.01287 1.53453
N -0.28866 0.89055 -0.57530
N -2.42665 0.22596 0.06463
N 2.13814 0.15739 -0.55265
O 0.82486 1.01417 -1.02496
O 2.54825 -0.83247 -0.97953
O -2.84495 1.07997 -0.71586
O -3.07526 -0.48742 0.83187
F 3.19699 1.15995 -0.37169
F 1.62753 0.00761 1.02856
```

* total charge: 0
* ΔE to the lowest compared entry with this formula, charge and spin: 47.3 kcal per mole
* Kohn-Sham gap: 9.25 eV
* energy: -795.464147 Ha

3.
Formula: C66H112O18S6
Source: the Open Molecules 2025 dataset
Level of theory: ωB97M-V with the def2-TZVPD basis set

Geometry as XYZ:
```
202
Properties=species:S:1:pos:R:3
O 6.58728 5.22689 -0.31655
S 5.82904 5.94631 -1.32915
O 4.62610 6.67168 -0.97978
O 6.81656 6.97050 -2.13862
C 8.15863 6.47084 -2.44576
C 9.09663 7.11229 -1.41690
C 5.43946 4.78537 -2.68342
H 8.40252 6.79842 -3.45636
H 8.30735 5.39120 -2.42633
H 10.17627 7.10122 -1.56647
H 8.85461 6.68631 -0.44322
H 8.82455 8.16702 -1.45733
H 4.45050 4.40994 -2.42052
H 6.21254 4.03717 -2.85843
H 5.26842 5.33952 -3.60634
O 0.43212 -2.72006 6.08365
S 0.38122 -2.75162 7.58541
O 0.55402 -1.55399 8.38933
O -1.06314 -3.55412 8.02063
C -1.25664 -3.84753 9.39435
C -2.67952 -4.40927 9.48601
C 1.56321 -4.05878 8.23493
H -1.25863 -2.88389 9.90377
H -0.53390 -4.50070 9.88337
H -2.78071 -5.38405 9.00888
H -3.37136 -3.63494 9.15455
H -2.86461 -4.42864 10.56000
H 2.42834 -3.99532 7.57490
H 1.19763 -5.06517 8.03089
H 1.95548 -3.82145 9.22381
O -3.21429 1.49164 9.74301
S -4.34370 1.78276 8.84884
O -4.57561 3.08041 8.21807
O -4.48764 0.65876 7.60434
C -3.96359 1.06294 6.35953
C -4.34136 -0.03841 5.35880
C -5.86328 1.32029 9.76736
H -2.87414 1.08737 6.38425
H -4.14212 2.08353 6.02096
H -3.75432 0.11748 4.45372
H -5.35808 0.13946 5.00845
H -4.37590 -1.06029 5.73653
H -5.90576 1.88700 10.69749
H -5.84512 0.24938 9.96964
H -6.69276 1.55150 9.09908
O -0.18246 5.44460 -7.81917
S -1.10010 6.01900 -8.81530
O -1.07207 7.44785 -9.15259
O -1.04527 5.01316 -10.17798
C -1.53381 5.43848 -11.44075
C -0.93555 4.51067 -12.53359
C -2.79121 5.51813 -8.18971
H -1.34608 6.48657 -11.67394
H -2.61668 5.31532 -11.45864
H -1.09213 3.43452 -12.45952
H 0.15096 4.58881 -12.49483
H -1.38794 4.65686 -13.51443
H -2.74941 5.73549 -7.12242
H -2.88714 4.44421 -8.34975
H -3.48068 6.01619 -8.87137
O 4.33887 7.45708 11.04768
S 4.24344 6.09512 10.57124
O 3.89176 5.05179 11.50082
O 3.19452 6.10043 9.28286
C 2.84966 4.84125 8.74307
C 1.90883 4.85868 7.59010
C 5.83839 5.65956 9.72129
H 2.41383 4.32479 9.59831
H 3.81842 4.42202 8.47132
H 0.84957 4.79404 7.83889
H 2.02712 4.09714 6.81929
H 2.15479 5.77217 7.04866
H 5.92241 6.18779 8.77154
H 5.80862 4.59697 9.48019
H 6.64084 6.00106 10.37516
O 4.71601 -8.06690 4.08214
S 5.16862 -9.35019 3.60624
O 4.57019 -10.58238 4.09729
O 4.99958 -9.36696 1.94426
C 5.03479 -8.14166 1.25636
C 3.59493 -7.54027 1.23112
C 7.00803 -9.41235 3.61710
H 5.37481 -8.24517 0.22593
H 5.73726 -7.40622 1.64850
H 3.14164 -7.52967 2.22234
H 3.05847 -7.99781 0.39987
H 3.67293 -6.51605 0.86645
H 7.25907 -9.74138 4.62548
H 7.40790 -8.44005 3.32929
H 7.33042 -10.13492 2.86740
C -0.51064 -8.92155 -3.94467
C -1.42667 -9.03640 -2.92565
C -1.99685 -7.87192 -2.42996
C -1.81746 -6.66724 -3.12690
C -0.81037 -6.53232 -4.06434
C -0.16000 -7.67574 -4.46004
H 0.10498 -9.77857 -4.17473
H -1.51094 -9.95501 -2.36399
H -2.67420 -7.87680 -1.58878
H -2.45412 -5.84198 -2.84401
H -0.61354 -5.53009 -4.41535
H 0.69765 -7.61266 -5.11338
C 6.98154 -1.35675 6.93415
C 6.40111 -0.15471 6.72123
C 6.11418 0.21038 5.45063
C 6.52941 -0.57788 4.32731
C 7.17253 -1.77758 4.58776
C 7.35427 -2.18438 5.90726
H 7.12170 -1.82186 7.89874
H 6.14913 0.39741 7.61457
H 5.59545 1.11463 5.16841
H 6.35294 -0.26786 3.30793
H 7.44660 -2.44436 3.78359
H 7.76037 -3.17660 6.03756
C -1.29712 0.33801 -1.24652
C -0.21110 0.43169 -0.33786
C 0.18965 1.70768 0.05692
C -0.49319 2.81016 -0.37665
C -1.61863 2.64427 -1.12959
C -2.06175 1.40952 -1.59342
H -1.54477 -0.63211 -1.65142
H 0.39668 -0.41365 -0.05079
H 0.99118 1.81367 0.77297
H -0.25666 3.80051 -0.01661
H -2.20831 3.48478 -1.46460
H -2.84980 1.44238 -2.33118
C -0.26948 -3.04648 -8.76594
C 1.09549 -3.05355 -9.04287
C 1.84547 -1.92346 -8.72970
C 1.15865 -0.82387 -8.07433
C -0.15102 -0.94118 -7.66087
C -0.86001 -2.06671 -8.04302
H -0.86687 -3.91816 -8.98885
H 1.61742 -3.83595 -9.57375
H 2.86293 -1.83023 -9.07968
H 1.63198 0.08937 -7.74515
H -0.63220 -0.15763 -7.09438
H -1.90838 -2.11873 -7.78883
C -9.52306 -4.45583 -1.87816
C -8.62205 -5.03519 -0.96933
C -7.61757 -4.27795 -0.46456
C -7.44642 -2.97519 -0.91514
C -8.34475 -2.39525 -1.72963
C -9.33094 -3.16697 -2.35310
H -10.34990 -4.96253 -2.35355
H -8.72557 -6.06123 -0.64849
H -6.95074 -4.66369 0.29237
H -6.65303 -2.45670 -0.39735
H -8.27414 -1.34350 -1.96465
H -9.83537 -2.57694 -3.10397
C -2.74408 9.97610 -4.19645
C -4.12481 10.08028 -3.99943
C -4.68369 9.52659 -2.81555
C -3.87967 9.09746 -1.82639
C -2.53192 8.88988 -2.13771
C -1.91827 9.39002 -3.27456
H -2.29977 10.42109 -5.07450
H -4.70478 10.54415 -4.78357
H -5.72257 9.61348 -2.53343
H -4.31792 8.68677 -0.92880
H -1.85546 8.42866 -1.43339
H -0.88143 9.20864 -3.51634
C 10.60117 -7.15239 -6.89619
C 9.97669 -6.13444 -5.93130
C 8.47890 -6.18059 -5.80014
C 7.98353 -5.04090 -4.88806
C 6.44315 -4.97575 -4.70673
C 5.92238 -3.85083 -3.78939
H 10.33509 -6.89168 -7.92055
H 10.11664 -8.11758 -6.74874
H 11.66909 -7.33464 -6.77597
H 10.32371 -6.43932 -4.94402
H 10.27508 -5.12633 -6.21905
H 8.24496 -7.06064 -5.20108
H 7.92093 -6.25392 -6.73362
H 8.48480 -5.17465 -3.92944
H 8.41291 -4.12599 -5.29630
H 6.08763 -4.73517 -5.70865
H 5.97594 -5.91804 -4.42054
H 6.35591 -2.86674 -3.96756
H 4.85296 -3.66590 -3.89058
H 6.14148 -4.07814 -2.74611
C -13.69357 2.63720 -0.78536
C -12.69360 3.62487 -0.23937
C -11.83932 3.03247 0.90576
C -11.04054 4.12864 1.62870
C -9.74828 4.49263 0.82315
C -8.61031 3.42399 0.99523
H -14.61277 3.13814 -1.08905
H -14.04901 1.96869 -0.00123
H -13.33459 2.04217 -1.62511
H -11.98260 3.88540 -1.02341
H -13.30070 4.48752 0.03516
H -11.29402 2.15187 0.56621
H -12.53324 2.58321 1.61621
H -11.68204 5.00491 1.72205
H -10.78070 3.81554 2.63991
H -9.84004 4.57594 -0.25978
H -9.41150 5.47392 1.15743
H -8.99892 2.41340 0.86953
H -7.87773 3.47573 0.18978
H -8.23115 3.62837 1.99651
```

* total charge: 0
* ΔE to the lowest compared entry with this formula, charge and spin: 73.1 kcal per mole
* Kohn-Sham gap: 9.32 eV
* energy: -6325.124422 Ha